(1)
Computed, not measured: a single C6H16Cl2N2Si2 molecule in a non-equilibrium geometry, with ωB97M-V/def2-TZVPD.

Geometry as XYZ:
```
28
Properties=species:S:1:pos:R:3:forces:R:3
C 0.131004 -2.784792 1.350669 -0.3341 -0.0944 -1.5946
N 0.573158 -1.446282 0.993948 -1.3558 0.5393 -1.5276
C 1.753106 -0.929346 1.665681 -0.4909 -1.1399 -1.9139
C 2.213849 0.281014 0.874563 0.0844 0.2759 -0.8482
N 1.174571 0.838790 0.022464 0.0037 -0.6950 0.5301
C 1.052838 2.254835 -0.064204 0.2568 0.5366 -0.3590
Si -0.021747 -0.353570 -0.267983 1.0827 -1.1139 -0.6673
C 0.155781 -1.030138 -2.134940 0.6500 1.4292 1.6149
Si -2.224523 0.510280 -0.155243 -1.4740 0.3570 -0.8527
C -2.786229 2.050390 -1.172279 -1.2059 -0.7518 -1.7099
Cl -3.371327 -0.944247 -1.145798 0.2456 -0.2810 0.1753
Cl -3.041099 0.658425 1.747071 0.2772 0.0397 -0.0802
H 0.392131 -2.918379 2.415282 -0.2926 -0.6749 -0.5930
H -0.951202 -2.921726 1.131902 0.3473 0.4333 0.8150
H 0.521615 -3.543709 0.600763 0.4176 0.3956 1.3900
H 2.554680 -1.652789 1.517678 0.1428 -0.3034 0.8538
H 1.465980 -0.758878 2.690949 0.5634 0.3267 0.6243
H 2.448821 0.958790 1.660133 0.9313 1.2216 0.1076
H 3.006583 0.086889 0.132608 0.6002 -0.3278 1.2019
H 0.008822 2.352646 0.128146 -0.8448 1.6568 0.2528
H 1.711351 2.809433 0.613807 -0.4807 -0.3892 0.6232
H 1.317981 2.766741 -1.001989 -0.2302 -0.6716 -0.4086
H -0.221361 -2.050971 -2.171037 -0.0096 0.1033 -0.4724
H -0.409968 -0.293542 -2.762451 0.4594 -0.9405 0.2080
H 1.277969 -0.953047 -2.340395 -1.5731 -0.2659 0.1195
H -3.882015 1.958794 -1.708586 2.6115 -0.0271 1.8139
H -2.748281 2.946589 -0.547947 0.0859 0.0688 -0.3632
H -2.102500 2.107810 -2.072803 -0.4682 0.2923 1.0602
```
Positions in Å, forces in eV/Å.

Computed properties:
LUMO level ... 0.67 eV
Gap between HOMO and LUMO ... 8.95 eV
Net charge ... 0
SMILES string ... CN1CCN(C)[Si]1(C)[Si](C)(Cl)Cl

=====

(2)
Computed, not measured: 4 unconnected molecules or ions with the total composition CH12NO3 in a non-equilibrium geometry, with ωB97M-V/def2-TZVPD.

Geometry as XYZ:
```
17
Properties=species:S:1:pos:R:3:forces:R:3
C 0.370222 -1.790115 0.121694 0.1468 -2.2236 0.6693
N -0.010637 -0.341558 -0.132512 1.6139 -0.6174 -0.9749
H 0.270766 -2.108296 1.220397 -0.9128 0.7658 -1.6056
H -0.223047 -2.512983 -0.602518 1.2958 1.6766 1.6524
H 1.464528 -1.989288 0.066904 -0.7081 0.6348 -0.8652
H 0.715259 0.079152 -0.832933 -1.7348 -0.7275 1.7477
H 0.050670 0.213647 0.751900 -0.6216 -0.1842 -1.0312
H -0.952687 -0.370499 -0.607072 0.9155 0.8589 0.5266
H 2.718911 0.569151 1.295860 0.9714 -0.4570 1.1807
H 3.228099 1.366507 0.053106 0.7036 0.1167 0.1068
O 2.475914 1.000733 0.503472 -1.6757 0.2792 -1.2974
H -2.383020 0.609331 -2.411998 -0.9352 0.5971 -0.0773
H -1.074681 0.228746 -2.999901 1.6744 0.5355 -2.1764
O -1.649056 0.024260 -2.314759 -0.8827 -1.1562 2.1704
H -1.267107 2.361905 1.915239 -0.0902 0.1334 0.1436
H -2.159635 1.161697 2.342574 0.5138 0.4674 -0.5800
O -1.574500 1.497610 1.630547 -0.2742 -0.6996 0.4104
```
Positions in Å, forces in eV/Å.

Computed properties:
LUMO level ... -3.05 eV
Gap between HOMO and LUMO ... 12.50 eV
Net charge ... +1

=====

(3)
Computed, not measured: a single C6H10O molecule in a non-equilibrium geometry, with ωB97M-V/def2-TZVPD.

Geometry as XYZ:
```
17
Properties=species:S:1:pos:R:3:forces:R:3
O -2.012102 1.940924 -0.453237 0.0921 -0.3198 0.2543
C -1.070867 1.960923 -1.436880 0.5137 0.0741 -0.1284
C 0.037853 1.229648 -1.268873 0.0080 -0.1357 -0.6548
C -0.006442 -0.165256 -0.669915 0.0256 -0.0519 0.0824
C 1.051915 -0.556304 0.329545 0.1029 0.0929 -0.0639
C 0.762003 -0.504596 1.798870 -0.0179 0.1588 0.1859
C 0.899679 -1.833362 1.104119 0.0280 -0.1635 -0.0201
H -1.398298 1.711709 0.268624 -1.1650 0.0053 0.3585
H -1.334731 2.565662 -2.303150 0.3431 0.3617 0.4136
H 0.937358 1.505809 -1.800891 -0.0998 -0.2881 -0.5706
H 0.101849 -0.812158 -1.555011 0.0137 -0.0169 0.1928
H -1.003372 -0.401519 -0.268891 0.2144 0.1546 -0.0277
H 2.065156 -0.302437 0.024269 -0.1005 -0.0294 0.1052
H 1.550729 -0.186394 2.473033 -0.1152 -0.0752 -0.0687
H -0.238385 -0.201899 2.102930 0.1618 -0.0469 -0.0539
H 1.788864 -2.426373 1.298619 -0.1440 0.1196 -0.0100
H -0.001260 -2.423737 0.948303 0.1392 0.1604 0.0054
```
Positions in Å, forces in eV/Å.

Computed properties:
LUMO level ... 0.97 eV
Gap between HOMO and LUMO ... 9.44 eV
Net charge ... 0
SMILES string ... O/C=C\CC1CC1

=====

(4)
Computed, not measured: 4 unconnected molecules or ions with the total composition C6H21NO5 in a non-equilibrium geometry, with ωB97M-V/def2-TZVPD.

Geometry as XYZ:
```
33
Properties=species:S:1:pos:R:3:forces:R:3
C 1.203034 -3.139853 0.983550 -0.2439 1.5126 -0.2971
O 0.237981 -2.196952 0.418522 0.7915 -0.8801 0.5032
C 0.180481 -0.940830 1.068836 0.1792 -0.7449 0.3608
C -0.712931 -0.091827 0.209629 -1.1052 -0.0306 1.3352
N -0.397126 1.300862 0.387171 0.3526 0.7668 -1.4534
C -1.507670 2.159391 -0.080926 -0.4751 0.1799 -0.2189
C -1.078694 3.611698 -0.101297 1.1251 0.0727 -0.1796
O -1.128926 3.977519 1.260357 0.0633 0.5453 -0.4041
C -0.363862 5.120254 1.488328 -1.1751 1.4634 1.1720
H 2.075143 -2.585264 1.383276 -0.2269 -0.1575 -0.4169
H 1.490270 -3.775215 0.151836 0.0112 -0.3255 0.3079
H 0.770316 -3.654165 1.827077 -0.2857 -0.4814 0.0432
H 1.199253 -0.577657 1.138067 0.3715 0.5839 -0.0621
H -0.184719 -1.013182 2.109728 -0.0047 -0.0931 -0.3532
H -1.738273 -0.194748 0.619253 0.3231 -0.2329 -0.5057
H -0.701453 -0.506259 -0.803309 -0.0236 0.4456 -0.2404
H 0.456362 1.505756 -0.174876 -0.8914 0.0383 0.5653
H -2.288568 2.223716 0.684145 0.0784 -0.6505 0.1576
H -2.060237 1.790676 -0.980071 0.8472 0.2926 0.1412
H -1.653093 4.319740 -0.713873 -0.3933 -0.4143 0.0216
H -0.019380 3.762551 -0.447781 -0.5968 -0.4500 0.0510
H -0.436619 5.293786 2.578765 0.6426 -0.1189 -0.4978
H -0.764757 6.072715 1.047268 -0.0954 -0.8073 -0.0831
H 0.631092 5.021891 1.097402 0.8161 -0.2074 0.1665
O 2.363887 -1.225790 -1.804751 -0.6739 -0.6637 0.0699
H 1.713193 -1.425578 -1.107583 0.3459 0.1634 -0.1020
H 2.822010 -0.437055 -1.535480 0.2235 0.4355 0.2033
O 0.268835 -5.622261 -1.212316 0.0842 -0.8989 0.1840
H 0.083968 -4.781396 -1.615813 -0.2784 1.0103 -0.3731
H -0.193614 -6.252154 -1.777778 0.1166 0.0256 0.1598
O -0.344231 -2.818622 -2.225373 0.1760 -0.1985 -0.3690
H -0.463578 -2.376919 -1.377857 -0.0088 -0.2032 0.3202
H 0.541907 -2.544830 -2.494125 -0.0698 0.0231 -0.2064
```
Positions in Å, forces in eV/Å.

Computed properties:
LUMO level ... 0.52 eV
Gap between HOMO and LUMO ... 9.89 eV
Net charge ... 0
SMILES string ... COCCNCCOC.O.O.O

=====

Calculated relative energy (zero: lowest compared OMol25 entry of this formula, charge and spin) in order - 0.0; 115.9; 183.1; 338.0 kJ/mol